1.
{"formula": "C22H31NO", "method": "the ωB97M-V functional and the def2-TZVPD basis", "energy_ha": -986.7962, "lumo_energy_ev": -1.56, "spin_multiplicity": 1, "de_lowest_kcal_mol": 65.8, "homo_lumo_gap_ev": 4.1989, "mol_weight_g_mol": 325.5, "largest_force_ev_per_a": 3.2, "species": ["C", "C", "C", "C", "C", "C", "O", "C", "C", "C", "C", "C", "C", "C", "C", "H", "H", "H", "H", "H", "H", "H", "H", "H", "H", "H", "H", "H", "H", "H", "H", "H", "H", "H", "H", "H", "C", "N", "C", "C", "C", "C", "C", "C", "C", "H", "H", "H", "H", "H", "H", "H", "H", "H", "H"], "xyz": [[-3.7888, -1.4253, 0.4163], [-2.6216, -0.4675, 0.6569], [-2.5389, 0.4797, -0.5411], [-2.9357, 0.3380, 1.9193], [-1.2769, -1.2242, 0.7952], [-0.0324, -0.4636, 0.9914], [-0.0476, 0.7727, 1.3049], [1.2230, -1.2121, 0.7951], [2.5661, -0.4482, 0.6572], [3.7436, -1.3996, 0.4252], [2.8759, 0.3547, 1.9203], [2.4770, 0.5017, -0.5390], [1.1851, -2.5902, 0.6587], [-0.0186, -3.2941, 0.6071], [-1.2284, -2.6019, 0.6591], [-3.9035, -2.1270, 1.2497], [-4.7242, -0.8570, 0.3354], [-3.6583, -1.9815, -0.5192], [-1.7002, 1.1666, -0.4218], [-2.3956, -0.0929, -1.4644], [-3.4615, 1.0648, -0.6265], [-2.1003, 0.9984, 2.1640], [-3.8398, 0.9411, 1.7640], [-3.1230, -0.3428, 2.7582], [3.6286, -1.9628, -0.5080], [4.6779, -0.8279, 0.3492], [3.8602, -2.0975, 1.2622], [2.0403, 1.0123, 2.1681], [3.0628, -0.3262, 2.7590], [3.7796, 0.9593, 1.7676], [1.6401, 1.1909, -0.4131], [3.4016, 1.0829, -0.6315], [2.3286, -0.0700, -1.4620], [2.1140, -3.1597, 0.5530], [-0.0141, -4.3783, 0.4825], [-2.1531, -3.1781, 0.5547], [1.0275, 4.7732, 2.5780], [-0.1309, 4.2824, 1.8070], [-1.3359, 5.0153, 1.9099], [-1.5186, 5.9061, 2.9883], [-2.6263, 6.7563, 3.0145], [-3.5216, 6.7897, 1.9384], [-3.3605, 5.8777, 0.8878], [-2.3236, 4.9367, 0.9066], [0.0282, 3.1924, 1.0486], [0.9450, 5.8610, 2.6813], [1.0656, 4.3199, 3.5819], [1.9556, 4.5352, 2.0501], [-0.7701, 5.9616, 3.7834], [-2.7631, 7.4097, 3.8751], [-4.3552, 7.4918, 1.9381], [-4.0508, 5.8931, 0.0480], [-2.2535, 4.1955, 0.1091], [-0.7927, 2.9077, 0.3969], [1.0423, 2.8037, 0.9641]], "forces_ev_per_a": [[-0.15, 0.04, -0.08], [0.43, -0.24, 0.29], [-0.01, 0.02, -0.15], [-0.06, 0.10, 0.18], [0.52, 0.79, 0.08], [-0.04, -2.19, -0.56], [0.15, 1.33, 0.12], [-0.53, 0.86, 0.09], [-0.44, -0.30, 0.26], [0.14, 0.04, -0.08], [0.11, 0.12, 0.19], [0.04, 0.00, -0.12], [-0.24, -0.33, -0.19], [0.02, -0.16, 0.11], [0.22, -0.29, -0.19], [0.01, 0.04, -0.17], [0.13, -0.02, 0.01], [-0.05, -0.01, 0.19], [0.06, -0.07, -0.05], [0.00, 0.15, 0.08], [-0.01, -0.04, -0.05], [-0.12, -0.15, 0.06], [0.01, -0.05, 0.04], [0.09, 0.16, -0.05], [0.01, 0.00, 0.18], [-0.16, 0.00, 0.00], [-0.03, 0.04, -0.18], [0.05, -0.14, 0.08], [-0.09, 0.16, -0.04], [-0.01, -0.05, 0.04], [-0.04, -0.08, -0.08], [-0.01, -0.03, -0.05], [-0.02, 0.15, 0.09], [-0.38, 0.25, 0.03], [0.00, 0.29, 0.09], [0.38, 0.24, 0.03], [0.33, 0.10, 0.40], [1.18, -2.79, -1.04], [-1.66, 0.96, 0.12], [0.11, -0.20, -0.46], [0.01, -0.13, -0.30], [0.32, -0.41, 0.20], [0.19, -0.23, 0.41], [0.29, 0.49, 0.14], [-0.10, 2.56, 0.69], [0.12, -0.39, -0.14], [-0.15, 0.12, -0.42], [-0.31, -0.07, 0.05], [-0.49, -0.05, -0.22], [0.02, -0.10, -0.27], [0.27, -0.18, -0.03], [0.09, -0.12, 0.20], [-0.02, 0.38, 0.15], [0.39, -0.37, 0.36], [-0.55, -0.21, -0.01]], "mulliken_charge": [-2.3666, 2.6870, -1.2960, -1.7243, 0.0655, -0.0829, -0.6251, -0.1065, 2.7280, -2.3159, -1.6808, -1.5398, -0.2209, -1.6224, -0.2841, 0.4321, 0.4385, 0.4400, -0.0233, 0.3487, 0.4199, 0.2380, 0.4595, 0.3293, 0.4360, 0.4252, 0.4366, 0.2209, 0.3729, 0.4431, 0.1435, 0.4117, 0.3861, 0.3902, 0.3019, 0.3954, -1.2216, 0.2614, 1.0893, -0.3578, -0.6785, -0.4495, -0.7885, -0.4674, 0.9660, 0.5401, 0.3503, 0.3624, 0.4325, 0.3756, 0.3707, 0.3757, 0.3642, -0.5987, 0.0123]}

---

2.
{"formula": "C5H15NO", "method": "the ωB97M-V functional and the def2-TZVPD basis", "energy_ha": -329.4541, "lumo_energy_ev": 0.89, "spin_multiplicity": 1, "de_lowest_kcal_mol": 33.6, "homo_lumo_gap_ev": 9.9799, "smiles": "CNCC(C)C.O", "mol_weight_g_mol": 105.2, "largest_force_ev_per_a": 2.3, "species": ["C", "N", "C", "C", "C", "C", "H", "H", "H", "H", "H", "H", "H", "H", "H", "H", "H", "H", "H", "O", "H", "H"], "xyz": [[-0.1018, -1.1607, -3.1711], [0.0859, 0.1331, -2.5135], [0.3933, -0.0300, -1.0962], [0.2165, 1.3042, -0.3223], [0.7695, 2.5208, -1.0850], [0.8260, 1.1796, 1.0742], [0.7711, -1.8275, -3.2922], [-0.7982, -1.8670, -2.7182], [-0.4417, -1.0341, -4.2024], [-0.8416, 0.5316, -2.6284], [-0.2530, -0.7626, -0.5808], [1.4274, -0.3691, -1.0113], [-0.8671, 1.4999, -0.3543], [0.7735, 2.4350, -2.1785], [0.4108, 3.4667, -0.6918], [1.8717, 2.4985, -1.0988], [0.1052, 0.9281, 1.8527], [1.6962, 0.5212, 1.1376], [1.2386, 2.1725, 1.2837], [-1.7936, -3.2977, 5.8919], [-1.4789, -2.4471, 6.1223], [-2.6591, -3.3379, 5.4822]], "forces_ev_per_a": [[0.52, -1.15, -1.00], [-0.50, -1.35, -0.29], [-0.19, 0.93, 0.28], [-0.12, -0.30, -1.44], [1.95, -0.85, -0.73], [-0.06, 1.09, 0.08], [0.37, 0.89, 0.35], [-0.56, 0.28, 0.53], [-0.07, 0.32, 0.10], [0.16, 0.56, 0.37], [0.15, -0.11, -0.22], [0.05, -0.06, -0.03], [0.07, -0.28, 0.75], [-1.49, 0.15, 0.11], [-0.01, 0.06, -0.15], [0.10, 0.25, 1.12], [0.09, -0.12, -0.05], [-0.27, -0.24, -0.26], [-0.17, -0.09, 0.48], [0.19, -2.16, -0.13], [-0.26, 1.40, 0.02], [0.07, 0.76, 0.11]], "mulliken_charge": [-1.0185, -0.3108, -0.9081, 0.7580, -1.5373, -1.4002, 0.3107, 0.3567, 0.3431, 0.2439, 0.3538, 0.3820, 0.2114, 0.4205, 0.3732, 0.3626, 0.3207, 0.3512, 0.3873, -0.6372, 0.3152, 0.3220]}

---

3.
{"formula": "C4H9N3", "method": "the ωB97M-V functional and the def2-TZVPD basis", "energy_ha": -321.9572, "lumo_energy_ev": 0.88, "spin_multiplicity": 1, "de_lowest_kcal_mol": 83.5, "homo_lumo_gap_ev": 9.6906, "smiles": "[H]/N=C\\N(CC)N=C", "mol_weight_g_mol": 99.1, "largest_force_ev_per_a": 6.4, "species": ["H", "N", "C", "N", "C", "C", "N", "C", "H", "H", "H", "H", "H", "H", "H", "H"], "xyz": [[1.6018, 1.6894, -0.4704], [0.7546, 2.2485, 0.0470], [-0.2716, 1.4333, -0.0511], [-0.4255, 0.0716, -0.4417], [0.7812, -0.5795, -0.6467], [1.6613, -1.0952, 0.5165], [-1.6090, -0.5976, -0.3657], [-2.5724, -0.1657, 0.2977], [-1.3188, 1.9120, 0.1145], [0.5572, -1.5295, -1.2434], [1.5567, 0.0169, -1.3295], [1.0746, -1.8768, 1.0719], [2.5956, -1.5378, 0.2938], [1.7403, -0.0970, 1.1897], [-3.4772, -0.7603, 0.2372], [-2.6490, 0.8676, 0.7802]], "forces_ev_per_a": [[-2.01, 1.67, 2.06], [0.34, -3.91, -2.56], [-1.72, 1.97, 0.29], [0.80, 3.86, 1.34], [3.67, -3.65, -3.74], [-3.12, 2.81, 2.92], [1.55, -1.23, -0.37], [-1.70, 2.11, 0.63], [2.12, -0.73, 0.04], [0.09, 1.36, 0.35], [-2.09, -0.85, 1.06], [0.51, 0.85, -0.18], [0.96, 0.05, -0.73], [0.41, -2.65, -0.94], [0.03, 0.01, 0.19], [0.15, -1.67, -0.36]], "mulliken_charge": [0.2758, -0.6640, 0.2316, 0.7597, -0.9735, -0.8170, -0.7663, -0.2524, 0.2534, 0.3009, 0.3739, 0.2659, 0.3670, 0.2049, 0.2685, 0.1716]}